ORCA calculation (ωB97M-V/def2-TZVPD) on a 7-piece molecular cluster, C17H53NO11P2S overall.

```
85
Properties=species:S:1:pos:R:3:forces:R:3:lowdin_charge:R:1
S -1.9843 -0.2321 4.1678 -3.79 0.01 -2.98 0.676
P 2.9242 -0.9797 2.4580 0.87 -2.19 -2.69 0.707
P 1.9259 0.6184 3.6212 -0.16 0.77 1.73 0.673
O -2.4208 -4.8822 1.8046 0.21 0.12 0.09 -0.136
O 0.4162 0.7078 -5.0716 -0.17 -0.07 0.21 -0.133
O -3.4543 -0.1287 3.9833 2.67 -0.08 1.34 -0.330
O -3.5988 -0.3676 -0.3662 0.42 -0.08 0.11 -0.202
O -1.6978 -1.4176 5.2674 0.17 1.77 -1.49 -0.172
O -0.5442 -3.7023 3.9883 -0.21 0.18 0.25 -0.150
O 4.4435 3.2098 3.3304 0.15 0.27 0.02 -0.156
O 2.0174 -2.4307 2.6592 0.80 1.36 0.53 -0.388
O -0.6862 0.9635 -11.2481 -0.10 0.12 0.15 -0.132
O -1.3403 -0.4970 2.8615 0.36 0.16 2.99 -0.345
O -0.5504 2.8511 -8.7350 0.12 0.12 0.18 -0.134
N 4.4856 -1.3421 3.2068 -1.75 0.29 0.91 -0.244
C -0.7634 0.5867 -5.8643 0.29 0.15 -0.12 -0.149
C -3.1032 -1.3831 0.5151 0.17 0.09 -0.15 -0.113
C 0.8034 3.2793 -8.7570 -0.30 -0.21 -0.18 -0.164
C 0.0509 -4.9825 4.1740 -0.10 0.06 -0.15 -0.126
C 1.8524 1.8514 2.2342 -0.02 0.30 -1.02 -0.342
C -0.0683 1.1594 5.6976 0.18 1.58 -0.36 -0.280
C -1.9608 1.3960 -1.0421 -0.03 -0.37 0.50 -0.152
C -1.4263 1.3314 4.9195 1.18 -0.51 1.18 -0.206
C -3.1167 -5.8246 0.9928 -0.04 0.00 0.22 -0.137
C -1.1611 -0.3705 -11.4182 0.22 0.03 0.02 -0.139
C -1.0230 0.2808 -1.6142 0.32 0.85 -0.48 -0.181
C 1.1231 1.8251 4.9119 -0.22 -0.21 1.18 -0.366
C 1.8420 1.3577 0.7621 -0.98 0.50 -0.21 -0.296
C -3.0140 0.8907 -0.0116 0.25 -0.04 0.25 -0.220
C 0.6252 0.4364 0.4037 1.41 -0.03 -1.23 -0.217
C 4.5568 4.4444 4.0331 -0.01 -0.28 0.11 -0.140
C 0.4522 0.4892 -1.1556 -0.82 -0.67 -0.10 -0.203
H -1.1255 -3.7612 3.2223 0.20 0.14 -0.34 0.060
H -0.9021 1.4872 -6.4669 -0.17 -0.11 -0.09 0.063
H -0.1770 1.7444 6.6324 -0.03 -0.45 -0.35 0.105
H -1.3651 -0.7444 -1.4045 -0.01 0.49 0.03 0.101
H -3.8405 1.6152 0.1234 0.43 -0.21 -0.15 0.122
H -2.7052 -5.0138 2.7130 -0.21 -0.06 0.00 0.070
H -0.6827 2.2849 -9.5026 -0.18 -0.14 -0.13 0.036
H 0.1597 0.1259 6.0034 -0.21 0.29 -0.31 0.089
H 2.0547 -2.7032 3.5850 -0.36 -0.16 0.16 0.009
H 1.6825 2.2713 0.1429 0.16 -0.31 0.51 0.105
H -0.2925 0.7183 0.9440 0.43 -0.01 -0.19 0.079
H -0.6872 -0.2883 -6.5164 -0.18 0.02 -0.04 0.075
H -4.1942 -5.6601 1.0647 -0.01 -0.09 -0.10 0.081
H -0.9573 -0.7151 -12.4346 -0.08 -0.10 0.03 0.078
H -2.4620 1.9618 -1.8451 0.18 -0.36 0.20 0.104
H -3.3640 -2.3836 0.1335 -0.20 0.49 0.07 0.085
H 1.0472 -0.3125 -1.6408 -0.10 0.44 0.39 0.114
H -1.2779 2.1227 4.1643 -0.36 -0.87 -0.20 0.108
H -0.7201 -5.7346 4.3587 0.13 -0.10 0.04 0.079
H 5.4839 4.4658 4.6111 -0.03 0.16 0.03 0.078
H 4.5817 -2.3507 3.0887 0.36 0.13 -0.17 0.010
H 0.9311 2.4578 2.3610 0.37 -0.54 0.19 0.084
H -0.6799 -1.0375 -10.6989 -0.10 -0.10 -0.05 0.079
H -1.3053 2.1165 -0.5066 -0.47 -0.15 -0.27 0.106
H 0.8845 -0.3373 3.9490 0.25 0.11 -0.33 -0.004
H 0.6291 -5.2562 3.2894 0.01 -0.07 0.05 0.088
H 0.2610 0.9519 -11.4032 0.08 0.05 -0.07 0.079
H 3.7021 4.5783 4.7021 0.05 0.15 0.03 0.074
H 0.7143 -4.9333 5.0355 -0.06 0.07 0.01 0.083
H -1.9945 -1.3355 0.5614 -0.58 -0.07 0.17 0.072
H 1.4750 2.4162 -8.7001 0.16 0.11 0.01 0.072
H -2.8027 -5.6848 -0.0389 0.05 0.08 0.07 0.082
H -2.5213 0.7511 0.9755 -0.28 0.31 -0.48 0.088
H -1.0241 0.4092 -2.7154 0.01 -0.35 0.50 0.086
H 4.3697 -1.2012 4.2201 0.42 -0.04 -0.04 -0.011
H 4.5711 5.2534 3.3060 0.00 -0.09 -0.04 0.080
H 1.1544 0.8146 -5.6734 0.11 0.04 -0.01 0.064
H 2.7974 0.9515 0.3932 -0.42 -0.09 0.44 0.084
H 0.9763 3.9222 -7.8959 -0.05 -0.03 -0.01 0.078
H 2.6883 2.5752 2.3827 -0.47 -0.70 0.16 0.073
H 0.8111 1.4349 -1.6018 -0.15 -0.23 0.40 0.104
H -1.6158 0.4638 -5.1984 0.10 -0.02 0.06 0.072
H 4.4336 2.5063 3.9858 0.06 -0.12 -0.03 0.051
H 0.8226 2.8077 4.5002 -0.02 -0.46 0.15 0.067
H -2.8756 -6.8436 1.3058 -0.07 -0.04 -0.12 0.078
H -3.5239 -1.2042 1.5212 0.28 -0.35 -0.31 0.078
H 1.8841 2.0485 5.6961 -0.19 -0.12 -0.63 0.065
H -2.2350 -0.3768 -11.2475 0.04 0.10 0.01 0.082
H -2.1944 1.7117 5.6148 0.01 -0.70 -0.46 0.107
H 0.8771 -0.6218 0.6203 -0.34 0.53 0.35 0.082
H -1.1897 -2.0883 4.7627 0.24 -0.54 0.18 0.041
H 1.0072 3.8439 -9.6715 0.18 0.04 0.06 0.075
H 3.1109 0.6373 4.4835 -0.05 0.04 -0.18 -0.015
```
Positions in Å, forces in eV/Å.

The structure (SMILES) is COCCCCCCC[PH2](CCCS(=O)(=O)O)P(N)O.CO.CO.CO.CO.CO.CO. Its net charge is 0. As for the multiplicity: 1.



ORCA calculation (ωB97M-V/def2-TZVPD) on a 10-piece molecular cluster, C17H54N4O10 overall.

```
85
Properties=species:S:1:pos:R:3:forces:R:3:lowdin_charge:R:1
O 10.5795 -7.7815 -18.4276 1.39 0.06 0.23 -0.177
O 14.8202 -7.9557 -18.5407 -5.20 2.98 4.62 -0.148
O 7.5304 -5.8419 -18.7992 4.75 4.92 3.04 -0.134
O 3.4487 -4.6613 -23.4226 2.59 0.07 1.46 -0.060
O 11.2698 -6.7056 -20.9189 -1.66 -2.74 1.74 -0.078
O 9.0664 -2.3281 -20.0079 0.76 0.19 1.40 -0.102
O 13.1393 -3.9359 -19.5259 -2.95 0.41 0.94 -0.116
O 13.0465 -11.5107 -19.1528 0.75 -1.67 1.15 -0.062
O 5.9667 -7.7493 -20.7281 -0.79 -1.48 -0.71 -0.076
O 11.5105 -2.4473 -21.2223 -0.14 -0.69 0.47 -0.130
N 13.2486 -6.1685 -17.9231 -1.45 1.87 -0.55 0.127
N 8.1046 -3.8840 -17.5329 -2.44 2.81 3.80 0.144
N 13.3774 -7.8794 -16.5948 1.46 -5.51 3.14 0.132
N 9.7564 -4.9693 -18.4911 1.15 -2.48 -2.16 0.180
C 7.8505 -2.5162 -20.6662 0.29 0.56 -2.84 -0.257
C 11.1995 -0.1864 -21.7874 2.01 1.33 -0.48 -0.068
C 6.9989 -8.6479 -21.1609 -2.57 -0.01 -1.96 -0.283
C 14.2285 -3.8490 -20.3300 2.32 -0.28 0.19 -0.357
C 4.2890 -4.9992 -24.5061 1.66 -1.36 1.58 -0.265
C 14.8295 -5.1968 -20.6755 1.83 1.12 -0.04 -0.063
C 9.5604 -5.7217 -22.1363 1.46 1.10 -3.25 -0.059
C 10.5265 -6.9239 -22.0936 -1.39 1.18 1.21 -0.258
C 12.7779 -10.2318 -19.5990 -2.25 0.14 -0.57 -0.327
C 5.8466 -5.0186 -24.0498 -1.59 0.94 -0.74 -0.041
C 11.7110 -10.4794 -20.6705 0.94 -1.10 -0.77 -0.068
C 8.1599 -2.2213 -22.1497 0.25 -0.86 0.22 -0.054
C 12.2257 -1.3238 -21.6902 -1.48 0.48 -0.97 -0.281
C 9.5039 -8.6056 -18.8277 1.18 -0.09 -0.02 -0.140
C 6.6540 -9.1896 -22.6013 -0.92 -1.01 0.35 -0.079
C 13.8309 -7.3855 -17.7073 4.10 0.51 -5.35 -0.581
C 8.4558 -4.9064 -18.2449 -2.56 -6.04 -4.01 -0.582
H 10.0469 -4.7319 -21.8935 0.02 -1.11 -0.45 0.078
H 4.1191 -4.3114 -25.2751 0.31 1.39 -1.34 0.077
H 8.4029 -1.2275 -22.4106 -0.28 1.72 0.46 0.046
H 10.0178 -5.7682 -19.1207 0.13 0.90 0.86 0.107
H 9.0374 -2.9215 -19.2489 0.15 0.38 -0.03 0.034
H 6.1813 -4.0377 -23.6911 -0.49 0.10 -0.32 0.038
H 7.5466 -3.5431 -20.5616 -0.52 -0.37 0.10 0.105
H 6.5352 -8.5701 -23.5318 0.13 0.08 1.43 0.076
H 7.3943 -2.5063 -22.8505 -0.33 -0.44 -0.07 0.054
H 12.0719 -11.4074 -21.2558 -0.63 1.64 0.63 0.115
H 13.9699 -3.4100 -21.2599 -0.23 0.67 -1.02 0.090
H 3.9503 -5.9540 -24.9235 0.52 -0.30 0.17 0.103
H 9.1007 -5.6120 -23.1581 0.28 -0.04 0.84 0.091
H 15.7443 -4.8967 -21.2388 -0.77 -0.72 -0.39 0.099
H 12.5471 -7.6254 -16.1045 -0.28 0.49 -0.19 0.099
H 6.3287 -7.1648 -20.0821 0.55 0.75 0.87 0.016
H 2.5763 -4.6249 -23.7061 -2.40 0.06 -0.84 0.040
H 13.8120 -8.8043 -16.2688 -1.01 2.06 -0.88 0.162
H 11.7602 0.7268 -22.0678 -0.30 -0.07 0.61 0.087
H 13.5290 -5.5040 -18.6997 -0.79 -1.52 1.49 0.066
H 14.9478 -3.1902 -19.8213 0.33 -0.15 -0.34 0.126
H 11.4922 -9.6504 -21.3117 0.30 0.59 -0.65 0.044
H 13.0554 -1.1504 -21.0335 0.40 0.67 0.54 0.101
H 7.1134 -9.5540 -20.5426 0.10 0.56 0.16 0.116
H 8.5911 -8.1914 -18.4333 -0.37 0.11 -0.39 0.081
H 13.6567 -9.8048 -20.0050 0.81 0.87 -0.19 0.094
H 7.1871 -4.0294 -17.0939 0.40 0.47 -0.51 0.140
H 6.1503 -5.6595 -23.2429 -0.61 -0.83 0.32 0.045
H 7.1004 -1.8060 -20.3843 -0.61 0.19 0.83 0.109
H 9.1123 -2.6599 -22.4018 0.11 -1.00 -0.20 0.055
H 10.4863 -4.2871 -18.3217 -0.54 -0.02 0.24 0.116
H 9.6209 -8.7507 -19.8865 -0.99 0.35 -0.75 0.047
H 10.7636 -10.7241 -20.2378 -0.49 -0.49 0.52 0.048
H 11.9620 -6.1431 -21.0929 2.46 2.07 -0.62 0.021
H 6.4708 -5.2487 -24.9065 -0.02 -0.13 -0.28 0.060
H 8.7871 -5.7837 -21.4559 -1.70 -0.64 1.62 0.021
H 12.6628 -1.4886 -22.6851 -0.25 -0.41 0.17 0.122
H 9.9331 -7.8466 -21.9648 0.45 0.25 -0.13 0.096
H 11.3852 -8.1682 -18.8551 -0.99 0.92 0.45 0.050
H 8.7601 -3.3946 -16.8771 -0.68 -0.95 -1.17 0.155
H 12.4392 -3.3934 -19.9606 0.14 -0.38 0.21 0.067
H 12.3653 -9.6657 -18.7382 0.47 0.21 -0.61 0.095
H 15.2346 -5.8541 -19.9239 -0.12 0.13 0.97 0.052
H 5.7783 -9.8958 -22.5491 0.24 1.14 0.14 0.080
H 7.3854 -9.9386 -22.8396 1.03 -0.19 -0.22 0.042
H 14.1168 -5.7944 -21.1857 -0.42 -0.50 -1.11 0.060
H 7.8136 -8.0045 -21.2008 2.26 0.33 -0.04 0.046
H 12.9436 -11.4910 -18.2066 0.22 -0.42 0.40 0.079
H 12.3552 -5.8394 -17.3372 3.02 -1.26 -1.89 0.156
H 10.7541 -2.0918 -20.7013 0.15 -0.70 -0.45 0.053
H 10.6487 -0.0551 -20.8787 -0.03 0.28 0.81 0.070
H 9.7048 -9.5795 -18.4530 -0.37 -1.19 0.80 0.067
H 10.4564 -0.2197 -22.5561 -0.27 -0.93 -0.71 0.058
H 11.2222 -7.0358 -22.8959 0.05 0.05 -1.03 0.108
```
Positions in Å, forces in eV/Å.

The structure (SMILES) is NC(N)=O.NC(N)=O.CCO.CCO.CCO.CCO.CCO.CCO.CCO.CO. Its net charge is 0. As for the multiplicity: 1. The value obtained for the relative energy (zero: lowest compared OMol25 entry of this formula, charge and spin) is 117.6 kJ/mol.



The records above yield frontier orbital gap values of 7.44; 9.19 eV, respectively.
The records above yield E_HOMO values of -0.2554; -0.3371 hartree, respectively.
The records above yield largest force on an atom values of 4.819; 7.690 eV Å⁻¹, respectively.